[1]
A single C3H4N2O molecule, computed with ωB97M-V/def2-TZVPD.

The structure (SMILES) is O[C@@H]1C=CN=N1. As for the multiplicity: 1. Its orbital gap is 8.73 eV. As for the HOMO energy: -8.786 eV. The value obtained for the energy above the lowest of the compared OMol25 structures with the same formula, charge and spin is 71.7 kcal per mole. As for the total charge: 0.

Cartesian coordinates (Å):
C1 -0.657 0.554 -0.128
C2 1.322 -0.636 -0.091
C3 0.046 -0.657 -0.555
O1 -1.958 0.516 0.315
N1 0.600 1.246 0.837
N2 1.560 0.535 0.628
H1 -2.020 -0.085 1.067
H2 -0.561 1.370 -0.852
H3 2.116 -1.349 -0.210
H4 -0.447 -1.495 -1.012



[2]
C30H60Br4NiO14S6 as an isolated structure, computed with ωB97M-V/def2-TZVPD.

As for the multiplicity: 3. Its orbital gap (alpha / beta) is 7.40 / 7.24 eV. As for the HOMO energy (alpha / beta): -9.436 / -9.278 eV. Its expectation value of S² is 2.01. The value obtained for the energy above the lowest of the compared OMol25 structures with the same formula, charge and spin is 128.4 kcal per mole. As for the total charge: 0.

Cartesian coordinates (Å):
Ni1 3.494 -38.991 -21.060
O1 2.527 -38.729 -22.975
C1 1.759 -37.514 -22.758
C2 2.053 -36.585 -21.522
O2 2.658 -37.205 -20.408
H1 0.732 -37.878 -22.745
H2 1.849 -36.984 -23.706
H3 1.148 -36.129 -21.122
H4 2.706 -35.751 -21.782
C3 -1.494 -38.295 -18.499
C4 -2.170 -39.429 -19.158
C5 -1.195 -40.019 -20.126
S1 0.369 -40.078 -19.142
O3 1.578 -39.841 -19.833
O4 0.280 -41.208 -18.195
C6 -0.035 -38.639 -18.123
H5 -2.014 -37.857 -17.647
H6 -1.521 -37.378 -19.087
H7 -3.066 -39.057 -19.654
H8 -2.431 -40.170 -18.402
H9 -1.020 -39.386 -20.995
H10 -1.395 -40.996 -20.566
H11 0.693 -37.868 -18.376
H12 0.237 -38.921 -17.106
C7 5.999 -34.463 -18.618
C8 5.159 -34.673 -19.844
C9 5.962 -34.642 -21.136
S2 7.709 -34.801 -20.628
O5 8.347 -33.508 -20.731
O6 8.128 -36.028 -21.309
C10 7.322 -35.239 -18.833
H13 5.270 -34.717 -17.848
H14 6.186 -33.399 -18.475
H15 4.311 -33.996 -19.952
H16 4.653 -35.638 -19.810
H17 5.806 -33.712 -21.683
H18 5.675 -35.487 -21.761
H19 8.046 -34.858 -18.113
H20 7.246 -36.322 -18.734
C11 0.167 -32.545 -19.001
C12 1.457 -33.260 -18.484
C13 1.044 -34.578 -17.693
S3 -0.653 -34.198 -16.971
O7 -0.511 -34.128 -15.504
O8 -1.580 -35.147 -17.584
C14 -0.747 -32.521 -17.848
H21 -0.301 -33.208 -19.729
H22 0.408 -31.642 -19.563
H23 1.885 -32.543 -17.783
H24 2.207 -33.421 -19.258
H25 1.712 -34.586 -16.833
H26 1.139 -35.513 -18.245
H27 -0.456 -31.768 -17.115
H28 -1.811 -32.392 -18.043
C15 4.879 -37.915 -25.566
C16 4.694 -36.485 -24.974
C17 5.974 -35.677 -25.268
S4 7.454 -36.907 -25.200
O9 7.907 -37.099 -23.815
O10 8.373 -36.615 -26.293
C18 6.386 -38.364 -25.736
H29 4.486 -38.002 -26.579
H30 4.576 -38.697 -24.870
H31 4.620 -36.620 -23.895
H32 3.790 -35.978 -25.310
H33 6.184 -34.757 -24.721
H34 5.941 -35.461 -26.336
H35 6.702 -39.190 -25.099
H36 6.625 -38.599 -26.774
C19 -2.109 -36.022 -21.684
C20 -2.116 -36.852 -22.956
C21 -3.527 -36.752 -23.496
S5 -4.574 -37.175 -22.072
O11 -4.432 -38.565 -21.834
O12 -5.878 -36.603 -22.350
C22 -3.527 -36.093 -20.960
H37 -1.835 -34.987 -21.890
H38 -1.320 -36.513 -21.115
H39 -2.065 -37.902 -22.669
H40 -1.292 -36.634 -23.636
H41 -3.849 -37.316 -24.371
H42 -3.755 -35.707 -23.707
H43 -3.625 -36.565 -19.982
H44 -3.952 -35.092 -20.892
C23 2.664 -30.634 -22.787
C24 3.609 -31.771 -22.293
C25 3.190 -33.160 -22.952
S6 2.834 -32.754 -24.692
O13 1.736 -33.587 -25.192
O14 4.063 -32.685 -25.487
C26 2.236 -31.008 -24.244
H45 3.119 -29.644 -22.826
H46 1.783 -30.504 -22.158
H47 3.562 -31.826 -21.206
H48 4.635 -31.425 -22.414
H49 2.188 -33.464 -22.648
H50 3.778 -34.073 -22.860
H51 1.148 -31.078 -24.244
H52 2.542 -30.251 -24.966
Br1 -1.335 -35.439 -26.688
C27 0.176 -36.792 -26.453
C28 1.004 -37.042 -27.720
Br2 2.224 -35.506 -27.966
H53 -0.275 -37.751 -26.197
H54 0.825 -36.414 -25.663
H55 0.363 -37.158 -28.593
H56 1.523 -37.986 -27.553
Br3 -2.467 -40.260 -24.837
C29 -0.645 -40.514 -24.220
C30 -0.410 -41.859 -23.547
Br4 -0.796 -43.382 -24.862
H57 -0.481 -39.748 -23.462
H58 0.078 -40.383 -25.026
H59 -0.996 -41.808 -22.629
H60 0.644 -41.866 -23.272



[3]
C25H30FIrN2O4Te as an isolated structure, computed with ωB97M-V/def2-TZVPD.

As for the multiplicity: 2. Its orbital gap (alpha / beta) is 7.43 / 6.12 eV. As for the HOMO energy (alpha / beta): -11.341 / -11.344 eV. Its expectation value of S² is 0.75. The value obtained for the energy above the lowest of the compared OMol25 structures with the same formula, charge and spin is 26.4 kcal per mole. As for the total charge: +1.

Cartesian coordinates (Å):
Ir1 0.643 1.340 0.397
C1 1.425 3.315 0.589
C2 2.594 2.451 0.724
C3 2.738 1.729 -0.474
C4 1.693 2.120 -1.380
C5 0.891 3.124 -0.742
C6 -0.150 4.030 -1.328
C7 1.574 1.652 -2.787
C8 3.791 0.727 -0.782
C9 3.508 2.400 1.904
C10 0.999 4.422 1.500
H1 -1.004 4.135 -0.660
H2 -0.509 3.678 -2.292
H3 0.276 5.025 -1.475
H4 1.621 0.564 -2.857
H5 2.414 2.055 -3.359
H6 0.660 1.993 -3.253
H7 3.422 -0.278 -0.559
H8 4.683 0.902 -0.181
H9 4.057 0.757 -1.838
H10 3.692 1.373 2.220
H11 3.101 2.949 2.748
H12 4.474 2.843 1.648
H13 -0.083 4.429 1.621
H14 1.296 5.389 1.085
H15 1.450 4.328 2.485
C11 -4.118 -3.169 -4.492
C12 -3.449 -2.253 -3.508
C13 -3.373 -2.580 -2.159
C14 -2.822 -1.718 -1.221
C15 -2.735 -2.130 0.223
C16 -2.331 -0.486 -1.681
Te1 -1.871 0.945 -0.191
C17 -2.333 -0.148 -3.036
C18 -1.777 1.140 -3.558
C19 -2.901 -1.047 -3.929
H16 -4.487 -4.071 -4.008
H17 -3.429 -3.463 -5.285
H18 -4.963 -2.667 -4.965
H19 -3.761 -3.535 -1.821
H20 -3.248 -3.074 0.392
H21 -3.183 -1.391 0.894
H22 -1.700 -2.255 0.543
H23 -1.249 1.683 -2.780
H24 -2.569 1.786 -3.946
H25 -1.077 0.950 -4.373
H26 -2.927 -0.789 -4.983
F1 2.847 -2.374 6.081
C20 1.752 -2.471 5.334
C21 1.820 -2.520 4.003
N1 0.687 -2.643 3.219
C22 0.786 -2.573 1.776
C23 0.786 -1.144 1.267
O1 1.538 -0.787 0.319
O2 0.011 -0.295 1.800
C24 -0.587 -2.686 3.773
O3 -1.595 -2.769 3.099
N2 -0.608 -2.639 5.148
C25 0.467 -2.518 6.035
O4 0.310 -2.455 7.226
H27 2.768 -2.478 3.484
H28 -0.092 -3.074 1.372
H29 1.681 -3.078 1.422
H30 -1.525 -2.675 5.569



[4]
A 3-piece molecular cluster, C16H35BN4O10P overall, computed with ωB97M-V/def2-TZVPD.

As for the multiplicity: 1. Its orbital gap is 9.04 eV. As for the HOMO energy: -12.546 eV. As for the total charge: +1.

Cartesian coordinates (Å):
C1 5.784 1.794 1.143
C2 4.746 2.531 0.305
C3 3.790 1.562 -0.382
C4 2.808 0.955 0.598
O1 1.458 1.211 0.177
N1 0.617 0.416 0.975
C5 -0.496 1.161 1.349
N2 -1.392 1.546 0.473
C6 -1.467 0.697 -0.764
C7 -2.120 -0.650 -0.421
O2 -1.255 -1.759 -0.686
N3 -0.540 1.469 2.608
B1 0.561 0.947 3.528
O3 1.513 1.865 3.882
N4 0.684 -0.386 3.999
C8 -0.523 -1.220 3.899
C9 1.892 -1.085 3.557
P1 -1.760 2.514 3.416
C10 -3.229 1.395 3.485
O4 -2.157 3.723 2.409
H1 6.655 2.410 1.309
H2 6.092 0.890 0.633
H3 5.400 1.532 2.121
H4 4.137 3.176 0.928
H5 5.274 3.139 -0.418
H6 3.277 2.036 -1.212
H7 4.401 0.757 -0.774
H8 2.933 -0.124 0.590
H9 2.977 1.275 1.622
H10 0.352 -0.447 0.499
H11 -2.321 1.541 0.881
H12 -2.149 1.184 -1.436
H13 -0.493 0.557 -1.194
H14 -2.390 -0.706 0.633
H15 -3.050 -0.781 -0.963
H16 -1.310 -2.343 0.082
H17 1.191 2.488 4.551
H18 -0.824 -1.529 4.891
H19 -0.313 -2.115 3.326
H20 -1.378 -0.713 3.464
H21 2.007 -1.974 4.167
H22 2.761 -0.477 3.743
H23 1.846 -1.412 2.521
H24 -3.217 0.622 2.723
H25 -3.195 0.898 4.442
H26 -4.145 1.968 3.411
H27 -3.001 3.585 1.948
C11 -4.634 -3.529 -4.075
C12 -3.618 -3.048 -3.066
O5 -4.293 -3.234 -1.819
C13 -5.244 -4.197 -2.001
O6 -5.863 -4.698 -1.124
O7 -5.374 -4.495 -3.318
H28 -4.182 -3.984 -4.951
H29 -5.314 -2.738 -4.396
H30 -2.708 -3.650 -3.068
H31 -3.351 -2.003 -3.208
C14 1.848 0.595 -3.737
C15 2.212 -0.112 -5.024
O8 0.983 -0.759 -5.374
C16 -0.032 -0.082 -4.790
O9 -1.185 -0.261 -5.009
O10 0.446 0.835 -3.904
H32 2.383 1.531 -3.597
H33 1.996 -0.035 -2.856
H34 2.486 0.581 -5.820
H35 3.007 -0.842 -4.899



[5]
A single C17H33N3OS molecule, computed with ωB97M-V/def2-TZVPD.

The structure (SMILES) is CCCN1[C@@H]2CCC[C@H]1C[C@H](NC(=S)NCCCOCC)C2. As for the multiplicity: 1. Its orbital gap is 8.40 eV. As for the HOMO energy: -7.682 eV. The value obtained for the energy above the lowest of the compared OMol25 structures with the same formula, charge and spin is 4.9 kcal per mole. As for the total charge: 0.

Cartesian coordinates (Å):
C1 2.876 -0.462 0.066
C2 2.120 0.692 -0.581
H1 2.830 1.475 -0.859
H2 1.409 1.122 0.127
C3 1.359 0.257 -1.840
N1 0.243 -0.610 -1.497
C4 -1.078 -0.074 -1.786
C5 -2.132 -0.855 -0.970
H3 -2.909 -1.241 -1.628
C6 -1.506 -2.024 -0.211
N2 -0.762 -1.499 0.913
C7 -0.590 -2.177 2.057
N3 0.201 -1.637 3.023
H4 0.139 -2.138 3.898
C8 0.582 -0.246 3.095
H5 1.077 0.046 2.167
C9 -0.611 0.690 3.333
C10 -0.207 2.153 3.189
O1 0.162 2.387 1.846
C11 0.739 3.651 1.604
C12 -0.240 4.818 1.712
H6 -0.557 4.974 2.740
H7 0.241 5.726 1.359
H8 -1.118 4.623 1.100
H9 1.124 3.588 0.583
H10 1.586 3.811 2.289
H11 0.641 2.383 3.853
H12 -1.052 2.795 3.475
H13 -1.024 0.527 4.330
H14 -1.386 0.470 2.598
H15 1.305 -0.145 3.908
S1 -1.301 -3.647 2.355
H16 -0.148 -0.733 0.670
C13 -0.620 -2.864 -1.136
H17 -1.260 -3.446 -1.798
H18 -0.064 -3.572 -0.519
C14 0.348 -1.987 -1.958
H19 1.374 -2.316 -1.764
C15 0.090 -2.107 -3.471
C16 -1.267 -1.521 -3.849
H20 -2.065 -2.149 -3.451
C17 -1.393 -0.105 -3.293
H21 -2.397 0.287 -3.465
H22 -0.688 0.547 -3.815
H23 -1.377 -1.504 -4.936
H24 0.150 -3.155 -3.769
H25 0.873 -1.564 -4.006
H26 -2.287 -2.668 0.209
H27 -2.615 -0.192 -0.250
H28 -1.078 0.971 -1.454
H29 1.002 1.154 -2.356
H30 2.056 -0.251 -2.514
H31 2.198 -1.268 0.335
H32 3.621 -0.859 -0.622
H33 3.391 -0.128 0.964



[6]
A 10-piece molecular cluster, C5H31N2O9S overall, computed with ωB97M-V/def2-TZVPD.

As for the multiplicity: 1. Its orbital gap is 6.71 eV. As for the HOMO energy: -4.133 eV. The value obtained for the energy above the lowest of the compared OMol25 structures with the same formula, charge and spin is 2.0 kcal per mole. As for the total charge: -1.

Cartesian coordinates (Å):
C1 -0.557 -0.363 0.020
N1 -0.704 -1.509 0.914
C2 0.524 -1.905 1.627
C3 1.091 -0.853 2.651
S1 2.975 -0.969 2.534
C4 -1.653 0.659 0.292
N2 -1.388 1.936 -0.364
C5 -2.010 2.962 0.478
H1 0.469 0.021 0.023
H2 -0.643 -0.712 -1.017
H3 -1.353 -1.264 1.649
H4 0.345 -2.822 2.185
H5 1.295 -2.030 0.884
H6 0.608 -1.097 3.597
H7 0.870 0.168 2.339
H8 -2.597 0.236 -0.019
H9 -1.775 0.716 1.379
H10 -0.395 2.130 -0.396
H11 -3.088 2.837 0.609
H12 -1.493 3.018 1.441
H13 -1.949 3.977 0.076
H14 0.093 -3.118 -0.455
H15 0.460 -2.789 -1.894
O1 0.677 -3.403 -1.189
H16 0.708 3.370 2.038
H17 1.378 2.406 1.022
O2 0.495 2.866 1.227
H18 -3.116 -2.246 -1.214
H19 -3.490 -0.947 -1.849
O3 -3.872 -1.848 -1.672
H20 -5.271 0.264 -0.087
H21 -4.975 -1.198 -0.364
O4 -5.376 -0.608 0.318
H22 2.887 -1.053 0.404
H23 3.922 -0.513 -0.706
O5 2.981 -0.523 -0.437
H24 1.933 2.575 -2.700
H25 2.616 1.953 -1.529
O6 2.481 1.820 -2.490
H26 2.919 0.918 0.378
H27 2.966 1.490 1.727
O7 2.899 1.808 0.812
H28 -2.547 0.188 -2.950
H29 -2.383 1.325 -1.920
O8 -3.063 0.749 -2.361
H30 2.060 -0.875 -2.589
H31 2.060 0.180 -3.544
O9 1.517 -0.594 -3.318



Table of DFT total energy (eV), in record order: -8200.777, -446963.697, -50426.759, -53554.695, -35518.358, -37932.859